# C3H24B3CuN6O3

A structure of composition C3H24B3CuN6O3 (ωB97M-V/def2-TZVPD, the OMol25 dataset).

The HOMO-LUMO gap (alpha / beta) comes out at 5.038 / 2.593 eV. The highest occupied orbital energy (alpha / beta) is -4.906 / -4.866 eV. The molar mass comes out at 288.25 g/mol. Its total charge is -1. The spin multiplicity is 2.

Geometry (Å):
Cu 0.08298 -0.76290 1.56096
B -0.34977 1.00479 5.07950
H 0.45388 0.28595 5.03900
H -0.22346 1.64631 4.22116
H -1.33182 0.55867 5.10764
H -0.20302 1.52158 6.01526
B 4.40597 -1.23852 1.94659
H 4.30567 -0.27485 2.42147
H 5.36944 -1.39874 1.48801
H 4.19110 -2.04876 2.62598
H 3.69919 -1.27684 1.13220
B -0.90535 -4.70151 3.27922
H -0.93672 -5.05228 4.29913
H 0.10472 -4.51129 2.95083
H -1.43646 -5.39264 2.64324
H -1.32239 -3.71163 3.17697
C 2.44553 3.79071 -1.51500
O 1.69491 3.07727 -0.87790
N 3.70439 3.57740 -1.81220
N 2.03967 4.92739 -2.00808
H 4.26668 4.40121 -1.97119
H 4.01730 2.73467 -1.35178
H 2.69366 5.68342 -2.15236
H 1.05554 5.04953 -1.81660
C -4.98188 1.85233 -0.15089
O -4.20491 0.93120 -0.01022
N -4.93686 2.72754 -1.15834
N -6.01506 1.98653 0.52779
H -5.57728 3.50772 -1.19427
H -4.28580 2.52427 -1.90324
H -6.23862 1.27773 1.21169
H -6.75931 2.62087 0.27518
C 0.54474 -2.98497 -4.14858
O 0.43588 -2.54294 -3.00373
N -0.14344 -2.65277 -5.15942
N 1.51372 -3.74317 -4.50642
H 0.07290 -3.17022 -5.99939
H -0.89612 -1.97951 -5.17711
H 1.55280 -4.26698 -5.36909
H 2.09759 -3.97655 -3.71601

Results of the natural (NBO) charge analysis, in e, for atoms 1 through 8: 0.948, -0.718, 0.061, -0.016, -0.015, 0.053, -0.833, -0.034

# C3H24N2O8

A cluster of 9 separate species, C3H24N2O8 in total (ωB97M-V/def2-TZVPD, the OMol25 dataset).

The SMILES is CC/N=C\N.O.O.O.O.O.O.O.O. The HOMO-LUMO gap comes out at 8.741 eV. The highest occupied orbital energy is -8.610 eV. The molar mass comes out at 216.23 g/mol. The energy relative to the best compared isomer or geometry (same formula, charge and spin) comes out at 25.89 kcal per mole.

Geometry (Å):
C -2.41970 1.79788 0.83780
C -1.83446 0.40383 0.61600
N 0.67263 0.90622 1.95840
C -0.17614 -0.13919 2.27456
N -1.27239 -0.40532 1.67473
H -2.51237 2.12659 1.85939
H -3.44373 1.80430 0.40029
H -1.75580 2.53564 0.44722
H -1.22056 0.27000 -0.32318
H -2.66568 -0.16329 0.24591
H 0.39788 1.62646 1.22416
H 1.62801 0.59398 1.88225
H 0.26240 -0.81248 2.98851
H 3.96368 -0.21074 -0.02969
H 3.42563 -0.60554 1.34674
O 3.51950 0.14849 0.74684
H -3.58162 -2.71568 -1.07400
H -3.11789 -1.43124 -1.99987
O -3.82072 -1.97430 -1.63512
H -0.88603 -2.57648 1.00054
H -1.18377 -4.16140 0.75416
O -0.60906 -3.40856 0.60467
H 1.51321 0.85883 -3.38822
H 0.13760 1.17781 -2.51794
O 0.56157 0.95014 -3.38471
H -0.40496 -0.68660 -3.07600
H -0.60115 -1.98480 -2.50163
O -1.14888 -1.21121 -2.71439
H 2.93615 3.32007 0.83840
H 3.07587 1.86457 0.38033
O 2.86021 2.76064 0.05878
H -0.12580 2.64732 -1.26262
H 1.26939 2.38984 -0.47788
O 0.46596 1.99465 -0.87734
H 1.49529 -2.41024 0.55740
H 2.34393 -3.10238 1.43748
O 2.25181 -2.17779 1.12802

Results of the natural (NBO) charge analysis, in e, for atoms 1 through 8: -0.634, -0.287, -0.870, 0.293, -0.530, 0.218, 0.223, 0.195

# C3H25NO8S

A cluster of 9 separate species, C3H25NO8S in total (ωB97M-V/def2-TZVPD, the OMol25 dataset).

The SMILES is NCCCS.O.O.O.O.O.O.O.O. The HOMO-LUMO gap comes out at 9.294 eV. The highest occupied orbital energy is -9.044 eV. The molar mass comes out at 235.30 g/mol. The energy relative to the best compared isomer or geometry (same formula, charge and spin) comes out at 51.14 kcal per mole.

Geometry (Å):
C -0.93687 -2.37566 -0.30273
C -0.85563 -0.83959 -0.01217
C -2.21478 -0.26341 0.35960
S -3.37093 -0.40375 -1.02824
N 0.37309 -2.87879 -0.69340
H -1.71433 -2.47307 -1.07398
H -1.37023 -2.84404 0.59833
H -0.23264 -0.76105 0.91657
H -0.28184 -0.38509 -0.85854
H -2.05156 0.80715 0.71176
H -2.66788 -0.78976 1.20984
H -2.50232 -0.63458 -2.00975
H 0.25043 -3.72847 -1.21306
H 1.05679 -2.97318 0.04466
H 1.88044 -0.45401 2.26113
H 2.23413 0.14679 3.67577
O 2.52791 0.10885 2.69336
H 0.66242 -1.54890 -2.55275
H -0.35880 -0.90976 -3.58807
O 0.45133 -0.77478 -3.09373
H 0.41842 1.77338 1.30608
H -0.86072 2.57923 1.69785
O -0.49757 1.68808 1.73811
H -0.12303 3.52670 -1.55452
H -0.70835 2.22700 -0.99585
O -0.43931 2.65639 -1.82096
H 2.51905 1.47681 1.55856
H 1.90741 1.55277 0.05943
O 1.95463 1.99729 0.91647
H 1.24348 0.88047 -2.64626
H 1.29949 2.27263 -2.14608
O 1.76411 1.40305 -2.00710
H 1.88669 -1.33767 -0.71570
H 2.76957 0.01523 -1.04607
O 2.57663 -0.72255 -0.46280
H 0.62573 0.81282 3.99139
H -0.26007 -0.34624 3.75428
O 0.48982 -0.09687 4.33364

Results of the natural (NBO) charge analysis, in e, for atoms 1 through 8: -0.233, -0.431, -0.545, -0.046, -0.889, 0.201, 0.172, 0.197

# C3H26NO9

A cluster of 9 separate species, C3H26NO9 in total (ωB97M-V/def2-TZVPD, the OMol25 dataset).

The HOMO-LUMO gap comes out at 10.504 eV. The highest occupied orbital energy is -13.061 eV. The molar mass comes out at 220.24 g/mol. Its total charge is +1. The energy relative to the best compared isomer or geometry (same formula, charge and spin) comes out at 61.15 kcal per mole.

Geometry (Å):
O -1.20624 -1.48651 0.75857
C -1.87010 -0.39551 0.04523
C -1.75088 -0.82214 -1.38228
N -0.29354 -1.09429 -1.78742
C -0.17836 -0.89748 -3.23474
H -0.49503 -1.11339 1.31733
H -2.82379 -0.40053 0.55296
H -1.35468 0.54738 0.33916
H -2.11187 -0.08573 -2.10466
H -2.28941 -1.75232 -1.56129
H -0.08615 -2.05192 -1.41054
H 0.40146 -0.63645 -1.17654
H 0.72841 -1.35689 -3.62538
H -0.14359 0.14793 -3.58527
H -1.06601 -1.37349 -3.65966
H 0.10192 1.57273 4.07613
H 1.08402 2.86100 4.25051
O 0.90251 2.01994 3.82864
H 0.54236 -4.43466 -0.74325
H 0.92162 -3.06520 -0.04026
O 0.61653 -3.47241 -0.85110
H 3.63436 2.38281 -0.73150
H 2.66321 1.22071 -0.94192
O 2.70693 2.17739 -0.73812
H 0.88073 -0.70717 2.91786
H 0.98521 0.63867 2.25568
O 0.87232 -0.30853 2.04255
H 1.43588 4.35524 -1.11720
H 2.03290 3.36146 -0.04367
O 1.34520 4.01373 -0.22529
H 1.99000 -0.24892 0.70046
H 3.52009 -0.57003 0.42719
O 2.69000 -0.33571 0.02941
H -4.47172 -1.72394 1.57482
H -4.22235 -2.80436 0.44734
O -4.18489 -1.87148 0.67132
H -0.82545 2.62408 1.60755
H -0.07663 2.89504 0.34800
O -0.60496 2.19093 0.76937

Results of the natural (NBO) charge analysis, in e, for atoms 1 through 8: -0.794, -0.165, -0.217, -0.549, -0.425, 0.492, 0.248, 0.242

# C3H26O10

A cluster of 10 separate species, C3H26O10 in total (ωB97M-V/def2-TZVPD, the OMol25 dataset).

The SMILES is CCCO.O.O.O.O.O.O.O.O.O. The HOMO-LUMO gap comes out at 9.831 eV. The highest occupied orbital energy is -9.749 eV. The molar mass comes out at 222.23 g/mol. The energy relative to the best compared isomer or geometry (same formula, charge and spin) comes out at 75.24 kcal per mole.

Geometry (Å):
C -1.85448 2.30733 0.48107
O -2.67061 1.75359 -0.44909
C -1.03735 1.32358 1.44585
C -1.78861 0.19035 2.15707
H -1.15847 2.93552 -0.16250
H -2.44706 3.17177 1.06064
H -2.92935 0.88421 -0.27702
H -0.26969 0.94552 0.96586
H -0.48204 2.07412 2.20990
H -2.90915 0.35607 2.19942
H -1.42979 -0.78825 1.73084
H -1.49088 0.12947 3.22448
H 1.41501 -2.29585 -1.15481
H 1.10195 -0.77917 -0.99546
O 1.41573 -1.61514 -0.50874
H -2.49293 -0.61779 -3.03325
H -1.51310 -0.33516 -1.76650
O -2.21342 -0.79852 -2.13351
H -2.74809 -3.26810 -0.42999
H -2.30192 -2.48644 0.72504
O -2.74626 -3.22298 0.46933
H 0.60546 0.08736 -3.25767
H 0.56133 1.50528 -2.79236
O 0.16278 0.64466 -2.76074
H 1.78266 3.01139 -0.46813
H 1.69542 1.52606 -0.41571
O 1.46475 2.24523 -1.02710
H -0.84994 -2.84768 -2.53781
H -0.58029 -3.88173 -1.61734
O -0.14933 -3.45087 -2.29324
H 3.21815 -1.79882 0.24092
H 4.44615 -0.97843 0.98359
O 4.08602 -1.91025 0.71811
H 2.76376 1.68329 1.09257
H 2.92121 2.94201 1.94506
O 2.31294 2.45445 1.41784
H 1.47900 -0.05365 2.14740
H 2.29874 -0.95401 1.15316
O 2.33172 -0.08838 1.71280

Results of the natural (NBO) charge analysis, in e, for atoms 1 through 8: -0.046, -0.721, -0.427, -0.644, 0.183, 0.139, 0.472, 0.182

Number 1: maximum force 8.80 eV/A. Number 2: maximum force 2.61 eV/A. Number 3: maximum force 2.85 eV/A. Number 4: maximum force 2.82 eV/A. Number 5: maximum force 6.72 eV/A.